Record 1
Here is C41H60BF4GeN4O2Ti as an isolated structure from OMol25. Energies are from wB97M-V/def2-TZVPD.

```
114
Properties=species:S:1:pos:R:3:mulliken_charge:R:1
Ti 0.05976 -0.34201 -0.47099 -0.62
C 3.32052 2.06118 0.61446 -1.82
C 2.18455 1.19770 1.05708 0.37
O 1.01750 1.31680 0.33495 -0.86
C 2.24355 0.34719 2.08596 -1.20
C 1.10688 -0.41773 2.53616 0.64
C 1.02720 -0.71566 3.99729 -1.87
N 0.18197 -0.75231 1.68787 2.20
N -0.92522 -1.37965 2.22991 -0.94
C -1.82199 -1.49699 1.31737 0.64
O -1.59138 -1.00591 0.10728 0.73
C -3.10002 -2.18216 1.53848 -0.07
C -3.53231 -2.46352 2.83385 -0.68
C -4.73264 -3.12321 3.02615 -0.77
C -5.49888 -3.50857 1.93183 -0.56
C -5.06481 -3.23467 0.64318 -0.85
C -3.86647 -2.56825 0.44429 0.43
H 4.08677 1.42655 0.17085 0.37
H 3.77328 2.57985 1.45803 0.50
H 2.99536 2.78076 -0.13577 0.10
H 3.15426 0.29555 2.66550 0.43
H 2.02021 -0.96552 4.36980 0.50
H 0.31503 -1.50005 4.22043 0.54
H 0.70668 0.19348 4.51480 0.23
H -2.92657 -2.15831 3.67601 0.47
H -5.07537 -3.33807 4.02905 0.44
H -6.43654 -4.02503 2.08722 0.42
H -5.65950 -3.54093 -0.20700 0.47
H -3.50914 -2.35657 -0.55409 -0.12
C 4.65230 0.23586 -2.13798 -1.50
C 3.94028 -1.09897 -1.93449 1.27
C 4.71274 -2.21832 -2.64834 -1.66
C 3.74419 -1.53568 -0.48783 1.13
C 4.85010 -1.62521 0.35668 -0.28
C 4.76742 -2.27204 1.57572 -1.60
C 3.59801 -2.92955 1.93673 -0.09
C 2.46810 -2.86757 1.13123 0.08
C 1.25985 -3.74646 1.39692 2.02
C 1.35493 -5.00422 0.52251 -1.53
C 1.09836 -4.16823 2.85377 -2.03
C 2.53166 -2.06907 -0.02320 -0.88
N 1.32293 -1.83477 -0.77119 2.07
C 1.16450 -2.50173 -1.93380 -0.74
C 0.13439 -2.19039 -2.75785 0.45
C -0.33162 -2.78715 -3.95850 -2.34
C -1.49844 -2.15973 -4.25089 -1.03
C -1.75125 -1.17690 -3.22574 -0.64
N -0.74576 -1.18084 -2.34994 1.51
C -3.03352 -0.36218 -3.27249 3.19
C -3.03437 0.44719 -4.58264 -1.83
C -4.21522 -1.35072 -3.32073 -1.71
C -3.28120 0.59133 -2.10508 -1.56
H 4.01034 1.07724 -1.88336 0.22
H 4.92058 0.34684 -3.18928 0.47
H 5.57711 0.30988 -1.56184 0.26
H 2.96850 -1.00745 -2.41301 -0.57
H 5.72923 -2.29611 -2.25880 0.38
H 4.77455 -2.01391 -3.71771 0.46
H 4.23761 -3.19144 -2.50986 0.36
H 5.79938 -1.21477 0.03498 0.47
H 5.63526 -2.32356 2.22068 0.45
H 3.57871 -3.52226 2.84134 0.43
H 0.36067 -3.20507 1.09779 -1.07
H 2.26531 -5.55938 0.75646 0.34
H 1.37210 -4.76882 -0.54085 0.29
H 0.50158 -5.65841 0.70566 0.44
H 1.85410 -4.90140 3.14236 0.53
H 0.12413 -4.63648 2.99480 0.36
H 1.16916 -3.32863 3.54223 0.31
H 1.87522 -3.28221 -2.18254 0.46
H 0.15337 -3.58599 -4.49579 0.60
H -2.13697 -2.34279 -5.09775 0.67
H -2.98545 -0.20361 -5.45585 0.42
H -2.19572 1.13773 -4.61932 0.25
H -3.96132 1.02010 -4.64367 0.47
H -4.13390 -2.06603 -4.13636 0.40
H -5.13711 -0.78598 -3.46552 0.52
H -4.31096 -1.90603 -2.38667 0.20
H -2.63410 1.46268 -2.15179 0.14
H -3.16051 0.10111 -1.14126 -0.19
H -4.31117 0.94702 -2.16986 0.64
C -3.16306 4.20448 -0.20916 -0.55
C -3.75022 3.47590 0.99235 -0.55
C -2.71913 3.06051 2.03853 -0.95
C -1.65541 2.08324 1.49974 0.53
Ge -0.04850 2.92118 0.77557 1.50
C 0.93234 3.86227 2.17540 -0.34
C 0.45048 5.33376 2.23477 -0.70
C 1.43184 6.30217 1.57566 -0.75
C 1.64113 6.06171 0.08633 -0.63
H -3.94904 4.57003 -0.86953 0.49
H -2.52149 3.55420 -0.80764 -0.09
H -2.56970 5.07014 0.09979 0.23
H -4.28450 2.58317 0.65173 0.24
H -4.49664 4.11068 1.47457 0.47
H -3.23855 2.57499 2.86765 0.47
H -2.25463 3.95297 2.47005 0.25
H -2.12019 1.44243 0.74421 -0.68
H -1.31338 1.42865 2.30516 0.31
H -0.16756 3.72407 -0.49946 -0.16
H 2.00792 3.85997 2.01102 0.26
H 0.75028 3.34562 3.11950 0.53
H 0.31307 5.61884 3.27926 0.43
H -0.53476 5.46042 1.76939 0.05
H 2.38979 6.23430 2.10041 0.34
H 1.07549 7.32268 1.73003 0.41
H 2.07356 5.07965 -0.12120 -0.01
H 2.31736 6.80393 -0.33627 0.48
H 0.69908 6.12655 -0.46219 0.15
F 1.37769 0.50746 -2.25185 -0.11
B 0.57670 1.64096 -2.54046 0.10
F -0.01003 1.60328 -3.74743 -0.25
F 1.20548 2.79199 -2.21107 -0.30
F -0.54612 1.36697 -1.48294 -0.29
```

maximum force = 0.43 eV/Å
E_tot = -144728.6985 eV
ΔE to the lowest compared entry with this formula, charge and spin = 0.000 eV
net charge = +1
orbital gap = 6.666 eV
HOMO energy = -10.69 eV


Record 2
Here is C64H144As3F18P4 as an isolated structure from OMol25. Energies are from wB97M-V/def2-TZVPD.

```
233
Properties=species:S:1:pos:R:3:mulliken_charge:R:1
C -3.40161 -5.20975 1.29719 -1.35
C -3.07109 -4.13290 0.26441 0.13
C -1.57990 -3.90776 0.01590 2.11
C -0.75514 -5.03078 -0.55840 -1.73
P 0.94215 -4.60944 -0.93718 0.81
C 0.91662 -3.45976 -2.37162 -0.10
C 0.06537 -3.87700 -3.56541 -0.85
C -0.17537 -2.73904 -4.59217 -1.01
C -0.76299 -1.55270 -3.90413 0.19
C 1.76693 -6.09309 -1.55601 -1.68
C 3.22529 -5.94230 -2.10335 0.41
C 3.56528 -7.20877 -2.84118 -0.72
C 3.83156 -8.38522 -1.91013 -1.23
C 1.83348 -3.98302 0.50420 -0.10
C 1.73669 -4.62794 1.94205 -0.14
C 1.84048 -6.16997 2.02400 0.10
C 1.54141 -6.49730 3.47772 -1.40
H -2.77806 -5.05336 2.16384 0.16
H -3.11621 -6.17823 0.95731 0.49
H -4.43619 -5.19637 1.64489 0.40
H -3.48946 -3.17572 0.57790 -0.19
H -3.67587 -4.35678 -0.64528 0.33
H -1.08132 -3.61390 0.94920 -0.75
H -1.40307 -2.99805 -0.62618 -1.22
H -1.14677 -5.44968 -1.45985 0.74
H -0.78283 -5.81800 0.25145 0.62
H 2.01600 -3.33300 -2.69521 0.75
H 0.62837 -2.49209 -1.95346 -0.18
H -0.92019 -4.10530 -3.18248 0.32
H 0.56721 -4.78813 -3.97040 0.34
H -0.79273 -3.10133 -5.40267 0.47
H 0.81828 -2.47596 -5.00731 0.27
H -1.27773 -0.84094 -4.55766 0.03
H -0.06594 -0.90412 -3.37080 -0.09
H -1.39219 -1.77503 -3.02270 -0.08
H 1.14752 -6.39948 -2.37044 0.92
H 1.83280 -6.83795 -0.78834 0.81
H 3.92005 -5.67846 -1.30912 -0.26
H 3.28122 -5.04287 -2.76768 0.22
H 4.52085 -7.13705 -3.37990 0.37
H 2.79994 -7.30067 -3.60461 0.45
H 3.86939 -9.34590 -2.45139 0.41
H 3.05739 -8.58521 -1.15798 0.31
H 4.76379 -8.37522 -1.36480 0.31
H 1.57291 -2.97437 0.60891 -0.03
H 2.85717 -4.00083 0.21021 -0.01
H 0.82192 -4.19904 2.35373 -0.79
H 2.57758 -4.26034 2.49725 0.81
H 2.83599 -6.44874 1.67544 0.26
H 1.01686 -6.68140 1.36250 0.09
H 2.00921 -5.80447 4.15060 0.34
H 1.91368 -7.45798 3.77239 0.45
H 0.44300 -6.43948 3.68343 0.25
C 3.06838 -0.58468 4.12905 -1.85
C 4.06972 -1.04882 3.15302 0.37
C 4.26017 0.03734 2.09151 -0.92
C 4.39230 -0.48473 0.66258 1.81
P 5.26277 0.76866 -0.36997 0.28
C 4.51504 2.49683 -0.11934 -0.71
C 5.36525 3.39136 -1.08614 -1.07
C 4.52716 4.45099 -1.73484 -0.12
C 5.41259 5.24355 -2.65560 -1.46
C 7.02145 0.91092 0.17855 -0.61
C 8.00033 0.12369 -0.70813 -0.55
C 9.46256 0.30014 -0.41926 -0.59
C 9.79364 -0.37900 0.88066 -1.11
C 5.31078 0.32736 -2.12760 -1.97
C 3.97196 0.56104 -2.75579 0.73
C 4.05436 0.41833 -4.25776 -1.05
C 2.64215 0.76806 -4.91422 -1.05
H 2.96412 -1.30007 4.91856 0.59
H 2.05884 -0.34386 3.77264 0.29
H 3.39276 0.27559 4.67830 0.50
H 3.87529 -1.98982 2.64221 -0.54
H 4.98893 -1.17658 3.64020 0.62
H 5.15276 0.64959 2.16505 0.71
H 3.41297 0.68252 2.07399 0.05
H 3.44944 -0.70568 0.20054 -0.15
H 4.84908 -1.45145 0.51822 -0.66
H 4.63595 2.80337 0.92495 0.85
H 3.42300 2.44916 -0.34207 0.03
H 5.79288 2.79875 -1.87115 0.48
H 6.15172 3.87891 -0.48649 0.59
H 4.14145 5.19080 -0.99434 0.29
H 3.68934 4.01626 -2.22502 0.08
H 6.27951 5.46912 -2.09751 0.43
H 5.00831 6.19911 -3.01132 0.40
H 5.90204 4.82511 -3.64098 0.29
H 7.14919 0.60262 1.24100 0.35
H 7.19932 1.98304 0.07165 0.48
H 7.74436 0.32062 -1.72723 0.36
H 7.76271 -0.92173 -0.55762 0.21
H 9.76475 1.36705 -0.40141 0.33
H 10.08091 -0.20207 -1.20161 0.29
H 10.86124 -0.20374 1.28899 0.34
H 9.86831 -1.50783 0.79283 0.27
H 9.06385 -0.28708 1.68487 0.28
H 5.57606 -0.72882 -2.21561 1.01
H 6.01046 0.92489 -2.68134 0.79
H 3.66130 1.59476 -2.49126 -0.26
H 3.26318 -0.13757 -2.35789 -0.03
H 4.44849 -0.53791 -4.65581 0.41
H 4.80822 1.08053 -4.68645 0.41
H 1.88240 0.62006 -4.13856 -0.08
H 2.37168 0.21515 -5.74611 0.59
H 2.50529 1.80379 -5.23952 0.37
C 0.60489 5.42218 -3.73185 -1.53
C 0.02043 4.03194 -3.38491 0.49
C -1.43068 4.21908 -2.99266 -0.66
C -2.25696 2.85149 -2.95136 1.84
P -3.98480 3.15087 -2.47424 1.05
C -4.97124 1.70106 -2.90859 -0.90
C -4.31847 0.36666 -2.38796 1.39
C -5.19627 -0.80160 -2.83721 -0.40
C -5.21548 -1.07422 -4.33949 -1.10
C -4.00820 3.45797 -0.70505 -0.57
C -3.43399 4.72584 -0.16510 -0.36
C -3.75479 4.92957 1.30218 0.18
C -3.16838 6.13501 1.97724 -1.58
C -4.88063 4.60046 -3.15124 -1.08
C -4.92600 4.49016 -4.70486 -0.01
C -5.56487 5.70497 -5.42987 -0.69
C -7.05102 5.98401 -5.01890 -1.25
H 0.24641 5.63280 -4.73867 0.39
H 1.69359 5.48926 -3.82500 0.36
H 0.30079 6.15282 -3.00790 0.37
H 0.52696 3.55387 -2.52639 -0.07
H 0.05183 3.43082 -4.31787 0.07
H -1.96341 4.94359 -3.71208 0.26
H -1.53060 4.64461 -1.97484 -0.12
H -1.81374 2.16220 -2.18634 -0.87
H -2.25099 2.26558 -3.87754 -0.36
H -4.92938 1.83539 -4.05743 0.00
H -6.01907 1.90806 -2.58927 0.65
H -4.31363 0.30996 -1.25412 -0.54
H -3.27460 0.22501 -2.82001 -0.62
H -6.17049 -0.62857 -2.30150 0.37
H -4.85421 -1.78043 -2.31291 0.00
H -4.12496 -1.28270 -4.59334 0.10
H -5.65338 -0.32913 -5.01633 0.25
H -5.67834 -2.02304 -4.55154 0.50
H -3.52159 2.65817 -0.20724 -0.05
H -5.00151 3.35381 -0.26908 0.78
H -3.89150 5.57048 -0.70638 0.08
H -2.36056 4.88399 -0.28506 0.22
H -3.43760 4.11006 1.92738 -0.30
H -4.82936 4.96498 1.36268 0.50
H -3.56260 6.41214 2.93188 0.44
H -3.20297 7.02450 1.37266 0.38
H -2.07270 5.97755 2.12949 0.22
H -4.33995 5.49354 -2.76944 0.55
H -5.88994 4.52405 -2.77091 0.67
H -5.52820 3.60191 -4.91027 0.32
H -3.92795 4.44933 -5.12022 -0.13
H -5.44585 5.53928 -6.49207 0.44
H -5.03906 6.62157 -5.10080 0.31
H -7.17623 5.84666 -3.92040 0.28
H -7.76780 5.26447 -5.38664 0.34
H -7.34439 6.99335 -5.13664 0.43
C -5.77705 -1.61315 1.78599 -0.28
C -6.23293 -0.94271 3.09254 -1.11
C -5.05720 -0.58994 4.05809 -0.20
C -4.12749 0.40949 3.43908 -0.88
P -2.57661 0.75070 4.41176 0.03
C -3.15810 1.00210 6.14334 -0.80
C -4.17512 2.16409 6.25765 -0.42
C -5.14116 2.09485 7.49113 -0.58
C -6.52692 2.63434 7.17627 -1.37
C -1.69399 2.18739 3.77312 -1.09
C -0.65516 2.73987 4.77317 -1.21
C -0.03154 3.93604 4.09846 0.46
C 0.83983 4.79651 4.98349 -1.47
C -1.24272 -0.48426 4.43452 0.41
C -1.60925 -1.89358 4.22485 -0.81
C -0.48701 -2.93460 4.39032 0.67
C 0.06978 -3.00498 5.83393 -1.69
H -5.02767 -2.37969 2.02515 0.02
H -5.32147 -1.00444 0.99827 -0.16
H -6.71071 -2.03942 1.29595 0.43
H -6.82002 -1.65743 3.60858 0.43
H -6.83355 -0.08377 2.89942 0.45
H -4.52208 -1.58166 4.11227 -0.01
H -5.31609 -0.25311 5.06321 0.51
H -4.58299 1.40333 3.39418 0.96
H -3.86059 0.18037 2.38392 -0.03
H -2.29986 1.10071 6.80901 0.76
H -3.69673 0.00441 6.32108 0.57
H -4.73029 2.03891 5.29596 0.21
H -3.57308 3.06669 6.36182 0.45
H -4.63502 2.68137 8.30466 0.41
H -5.25225 1.09270 7.91679 0.36
H -6.52946 3.55442 6.63541 0.36
H -7.05117 2.75300 8.13885 0.39
H -7.08239 1.91706 6.58853 0.33
H -2.37299 2.95255 3.65308 0.99
H -1.29677 1.98422 2.82653 0.22
H 0.14551 2.11742 5.03522 0.43
H -1.04993 2.84285 5.78895 0.51
H -0.79793 4.54897 3.53641 -0.14
H 0.64683 3.46322 3.30470 0.05
H 1.46890 5.48743 4.37605 0.38
H 1.51872 4.16981 5.55715 0.33
H 0.21552 5.34052 5.68118 0.37
H -0.95276 -0.32289 5.49637 1.09
H -0.40756 -0.18999 3.75599 -0.69
H -1.95143 -1.96797 3.20102 0.01
H -2.33709 -2.25624 4.93396 0.40
H 0.41145 -2.76172 3.66546 -0.61
H -0.86588 -3.89715 4.13856 0.47
H -0.73778 -3.24782 6.56057 0.35
H 0.45763 -2.04546 6.05885 0.35
H 0.89396 -3.68065 6.11085 0.39
As -2.07931 1.55622 -6.77406 2.16
F -2.20000 -0.05878 -7.24958 -0.48
F -1.05189 1.08357 -5.43440 -0.63
F -2.04902 3.25594 -6.23978 -0.49
F -3.22537 1.95657 -7.99595 -0.52
F -3.49152 1.32863 -5.61566 -0.59
F -0.79285 1.84326 -7.76815 -0.48
As 6.26497 -4.39008 0.65624 1.90
F 5.33660 -4.12238 2.09925 -0.43
F 5.10882 -3.49893 -0.34030 -0.56
F 7.31907 -4.50136 -0.75707 -0.51
F 7.49854 -5.24299 1.59500 -0.49
F 5.49488 -5.92814 0.31339 -0.48
F 7.11327 -2.80631 0.93467 -0.52
As -0.27188 0.23839 0.32468 2.53
F 0.79060 0.36201 1.71749 -0.70
F -1.54943 -0.20934 1.44056 -0.68
F -1.45490 0.12600 -0.98862 -0.31
F 1.02148 0.73759 -0.74100 -0.52
F 0.14248 -1.46884 0.22260 -0.45
F -0.60386 1.95548 0.56897 -0.67
```

maximum force = 3.69 eV/Å
E_tot = -337296.0040 eV
net charge = +1
orbital gap = 10.791 eV
HOMO energy = -12.61 eV


Record 3
Here is C2H3OPt as an isolated structure from OMol25. Energies are from wB97M-V/def2-TZVPD.

```
7
Properties=species:S:1:pos:R:3:mulliken_spin:R:1
O 0.10713 -2.07251 0.17107 0.07
C 0.79067 -1.16871 -0.01690 0.12
C 1.03819 0.14322 -0.14523 0.06
H 1.20655 0.46542 -1.18023 -0.01
H -2.17339 0.38334 -0.95281 0.23
H 1.58432 0.57412 0.70269 0.00
Pt -1.08455 1.11535 0.18733 1.52
```

maximum force = 4.17 eV/Å
E_tot = -7404.3688 eV
ΔE to the lowest compared entry with this formula, charge and spin = 0.000 eV
net charge = +1
orbital gap (spin up / spin down) = 8.255 / 8.406 eV
spin multiplicity = 3
HOMO energy (spin up / spin down) = -14.19 / -16.45 eV


Record 4
Here is a 2-piece molecular cluster, C2H5NS overall from OMol25. Energies are from wB97M-V/def2-TZVPD.

```
9
Properties=species:S:1:pos:R:3:mulliken_charge:R:1
C -0.67082 0.39223 -0.90748 0.00
C 0.55579 -0.49768 1.42361 -0.66
N -1.37121 0.28278 -1.89221 -0.42
S -1.05748 0.11217 0.76753 0.00
H 0.94766 1.03430 -1.00513 0.10
H 1.36927 0.07344 0.72738 0.16
H 0.67842 -1.64416 1.38755 0.24
H 0.71809 -0.14899 2.38584 0.31
H -1.16973 0.39591 -2.88709 0.27
```

maximum force = 4.41 eV/Å
E_tot = -14476.9836 eV
ΔE to the lowest compared entry with this formula, charge and spin = 3.353 eV
net charge = 0
orbital gap = 9.526 eV
HOMO energy = -8.95 eV


Question: Which formula does entry 4 have?
Answer: C2H5NS


Question: The lowest net charge belongs to which entry?
Answer: C2H5NS


Question: maximum force of number 3 (C2H3OPt)?
Answer: 4.17 eV/Å


Question: Look up the maximum force of the second one.
Answer: 3.69 eV/Å